[1]
Entry from OMol25: a gas-phase ion, C3H4NO2 (charge -1) (the ωB97M-V functional and the def2-TZVPD basis).

ORCA input file:
```
! wB97M-V def2-TZVPD RIJCOSX def2/J DEFGRID3
* xyz -1 1
O -2.05659 -0.74902 0.06556
C -1.04595 -0.05630 0.08341
C 0.07531 -0.00328 1.06289
N 1.13164 0.30140 0.09254
O 1.99375 -0.57656 -0.20737
C -0.16310 0.35795 -1.06311
H 0.25013 0.76418 1.88147
H 0.06327 -1.01701 1.57205
H -0.10384 -0.39232 -1.86975
H -0.14461 1.37096 -1.61769
*
```

Values from the calculation:
E_LUMO (spin up / spin down) ... 4.39 / 4.39 eV
E_tot ... -8757.3093 eV

***

[2]
Entry from OMol25: a gas-phase ion, C3H4NO2 (charge +1) (the ωB97M-V functional and the def2-TZVPD basis).

ORCA input file:
```
! wB97M-V def2-TZVPD RIJCOSX def2/J DEFGRID3
* xyz 1 1
C 2.67317 -0.36681 -1.01094
N 1.70139 -0.29116 -0.46439
O 0.51410 -0.52324 0.22658
C -0.52459 0.55286 0.08369
C -1.70523 -0.05145 0.64843
O -0.17810 1.57002 -0.40270
H 3.40871 -0.35548 -1.76610
H -1.98294 0.65443 1.46800
H -1.33718 -1.04132 1.20227
H -2.56934 -0.14784 0.01516
*
```

Values from the calculation:
E_LUMO ... -4.87 eV
E_tot ... -8749.2437 eV

***

Energy relative to the best compared isomer or geometry (same formula, charge and spin) readings, ordered: 5.102; 3.745 eV